The molecule C7H12F3O2P in a non-equilibrium geometry. Source: the OMol25 dataset; level of theory: the ωB97M-V functional and the def2-TZVPD basis.

E: -28987.0735 eV
Highest occupied orbital energy: -0.3258 Eh
LUMO: 0.02733 Eh
Structure (SMILES): CO/C(=C(/OP)C(C)C)C(F)(F)F
Energy relative to the best compared isomer or geometry (same formula, charge and spin): 1.721 eV
Gap between HOMO and LUMO: 9.6 eV

```
! RIJCOSX wB97M-V def2-TZVPD def2/J DEFGRID3
* xyz 0 1
H 1.60662 -2.10157 0.57090
F -2.90318 -0.49887 -1.03949
H 2.85049 -0.28106 -1.57149
O -0.59726 -1.55940 -0.44213
C -1.09725 0.75234 -0.06948
H -0.66868 -3.68864 0.16359
C 1.84383 -0.03722 -1.74723
C -2.60915 0.47302 -0.09401
F -3.07394 0.04809 1.05699
H -0.70314 2.54197 1.93320
H 0.91849 2.20300 1.13249
P -1.27594 -2.62639 0.66423
H 3.12047 -1.14523 0.56406
O -0.92668 2.11280 0.01459
H 1.75918 -0.75303 1.58662
H 1.68159 0.86711 -2.17284
H 1.58518 0.90855 0.21988
C -0.16042 -0.24247 -0.21628
H 1.35832 -0.94955 -2.05954
C 2.06427 -1.08996 0.58459
H -2.42093 -2.86220 -0.02211
C -0.11078 2.71350 1.04317
C 1.35504 0.00410 -0.28155
F -3.34260 1.52996 -0.42438
H -0.25354 3.68115 0.60623
*
```

Atom charges from the Mulliken analysis, given in e for atoms 1 to 8:
1 H 0.21
2 F -0.28
3 H 0.38
4 O -0.38
5 C -0.11
6 H 0.02
7 C -1.53
8 C 0.92